Record 1
{
  "formula": "C45H113N5O14",
  "method": "ωB97M-V/def2-TZVPD",
  "e_homo_ev": [-9.12, -9.12],
  "total_charge": 1,
  "multiplicity": 2,
  "e_tot_ha": -3108.83421,
  "gap_ev": [6.5, 2.2],
  "s_squared": 0.754,
  "symbols": ["C", "C", "C", "C", "C", "C", "N", "O", "C", "C", "C", "H", "H", "H", "H", "H", "H", "H", "H", "H", "H", "H", "H", "H", "H", "H", "H", "H", "H", "H", "C", "C", "C", "C", "C", "C", "N", "O", "C", "C", "C", "H", "H", "H", "H", "H", "H", "H", "H", "H", "H", "H", "H", "H", "H", "H", "H", "H", "H", "H", "C", "C", "C", "C", "C", "C", "N", "O", "C", "C", "C", "H", "H", "H", "H", "H", "H", "H", "H", "H", "H", "H", "H", "H", "H", "H", "H", "H", "H", "H", "C", "C", "C", "C", "C", "C", "N", "O", "C", "C", "C", "H", "H", "H", "H", "H", "H", "H", "H", "H", "H", "H", "H", "H", "H", "H", "H", "H", "H", "H", "C", "C", "C", "C", "C", "C", "N", "O", "C", "C", "C", "H", "H", "H", "H", "H", "H", "H", "H", "H", "H", "H", "H", "H", "H", "H", "H", "H", "H", "H", "O", "H", "H", "O", "H", "H", "O", "H", "H", "O", "H", "H", "O", "H", "H", "O", "H", "H", "O", "H", "H", "O", "H", "H", "O", "H", "H"],
  "coordinates": [[13.9220, -14.6672, -19.3036], [14.8631, -15.5306, -20.2137], [15.9182, -14.6242, -20.7580], [17.0254, -14.2408, -19.7261], [17.6174, -15.4984, -19.1093], [16.5348, -16.4138, -18.4949], [15.4045, -16.5510, -19.3642], [14.4550, -17.5402, -18.9273], [17.3869, -17.7815, -18.3009], [16.3173, -16.0385, -17.0363], [14.2406, -16.2817, -21.4092], [14.3952, -13.9477, -18.6354], [13.3420, -15.3682, -18.7034], [13.1875, -14.1664, -19.9344], [16.3935, -15.1551, -21.5828], [15.4881, -13.6745, -21.0762], [16.6622, -13.4249, -19.1012], [17.7865, -13.7867, -20.3607], [18.2748, -15.1094, -18.3318], [18.2254, -16.1390, -19.7481], [17.6169, -18.1959, -19.2825], [18.3342, -17.5158, -17.8319], [16.9120, -18.6260, -17.8016], [15.6950, -15.1450, -17.0863], [15.6906, -16.7272, -16.4697], [17.2111, -15.8454, -16.4431], [13.1970, -16.5533, -21.2506], [14.8249, -16.9625, -22.0284], [14.1901, -15.5434, -22.2096], [14.8190, -18.3299, -19.3340], [25.7696, -20.7134, -22.9572], [27.0037, -19.7447, -22.8005], [26.4449, -18.7133, -21.7808], [27.4744, -17.9773, -20.9276], [28.3698, -19.0476, -20.2300], [29.1447, -19.9030, -21.2523], [28.0960, -20.5218, -22.1246], [28.5044, -21.5653, -22.9395], [30.1720, -19.0692, -22.0010], [29.9394, -21.0178, -20.4980], [27.3653, -18.8944, -24.1222], [26.0452, -21.3051, -23.8300], [24.7729, -20.3325, -23.1798], [25.6781, -21.4660, -22.1740], [25.9161, -17.9358, -22.3322], [25.7127, -19.1524, -21.1032], [27.1160, -17.2806, -20.1698], [28.1000, -17.4161, -21.6218], [27.8513, -19.7581, -19.5861], [29.1177, -18.4602, -19.6973], [29.6490, -18.3880, -22.6723], [30.7946, -18.5410, -21.2789], [30.8094, -19.7200, -22.5996], [30.5248, -20.5811, -19.6888], [29.1528, -21.6921, -20.1595], [30.6905, -21.4618, -21.1513], [28.0485, -18.0503, -24.0280], [26.5409, -18.5724, -24.7584], [27.8071, -19.7335, -24.6597], [27.7383, -22.1439, -22.9438], [29.1722, -18.7747, -15.8258], [29.9323, -17.5687, -15.1789], [31.3319, -17.5726, -15.7601], [32.2654, -16.3666, -15.7330], [31.4690, -15.0748, -15.9940], [30.0200, -14.9359, -15.3394], [29.2826, -16.2823, -15.4952], [27.9398, -16.2258, -15.2568], [30.1124, -14.7660, -13.8230], [29.4103, -13.8120, -15.9578], [29.9689, -17.9196, -13.7146], [28.1166, -18.6477, -15.5857], [29.5609, -19.7551, -15.5505], [29.0520, -18.6807, -16.9051], [31.8858, -18.3364, -15.2142], [31.3689, -17.9174, -16.7934], [33.1304, -16.4542, -16.3906], [32.5963, -16.3036, -14.6964], [31.2943, -14.9964, -17.0670], [32.0621, -14.1906, -15.7606], [29.2468, -15.1486, -13.2824], [30.9955, -15.2668, -13.4262], [30.3342, -13.7350, -13.5473], [28.6471, -13.3353, -15.3427], [30.1216, -13.0446, -16.2633], [28.8603, -14.1596, -16.8324], [30.4292, -18.8560, -13.3992], [28.9371, -17.8861, -13.3647], [30.7094, -17.3160, -13.1900], [27.9285, -16.3011, -14.2998], [21.5196, -17.2610, -16.3886], [21.4278, -18.7835, -16.7433], [21.4959, -18.8486, -18.2464], [22.8075, -18.7722, -18.9980], [23.6594, -19.9091, -18.3098], [23.9018, -19.7574, -16.8877], [22.5827, -19.5856, -16.1623], [22.6600, -19.6710, -14.8206], [24.4592, -21.0616, -16.4498], [24.9026, -18.6053, -16.7181], [20.0728, -19.4530, -16.1743], [22.2836, -16.7400, -16.9656], [21.5589, -17.1878, -15.3018], [20.6664, -16.6138, -16.5919], [20.9795, -19.7365, -18.6114], [20.9376, -17.9924, -18.6247], [23.3079, -17.8044, -18.9654], [22.6049, -18.9488, -20.0544], [24.6183, -19.9626, -18.8253], [23.1071, -20.8338, -18.4770], [23.7418, -21.8742, -16.5638], [25.3458, -21.3176, -17.0300], [24.7285, -21.0696, -15.3936], [25.1002, -18.4317, -15.6603], [25.9266, -18.7068, -17.0775], [24.4622, -17.6858, -17.1034], [19.7603, -18.9672, -15.2499], [20.1722, -20.5169, -15.9594], [19.3431, -19.3627, -16.9790], [22.9370, -18.7719, -14.6296], [25.2713, -13.4482, -15.7670], [23.8396, -13.0477, -16.2869], [23.6447, -11.4884, -16.1988], [22.4430, -10.9349, -17.0302], [22.5111, -11.3378, -18.4365], [22.5472, -12.9395, -18.5889], [23.6491, -13.5378, -17.7313], [23.8236, -14.9150, -17.7609], [21.1669, -13.6005, -18.3213], [22.9162, -13.2655, -20.0927], [22.7803, -13.5813, -15.3025], [25.9953, -13.0628, -16.4849], [25.5463, -14.5016, -15.7143], [25.4849, -12.8738, -14.8656], [23.5062, -11.1092, -15.1863], [24.5557, -11.1384, -16.6843], [22.3243, -9.8521, -16.9901], [21.5553, -11.4650, -16.6852], [23.3615, -10.8926, -18.9530], [21.6380, -10.9914, -18.9894], [21.0716, -14.6420, -18.6286], [20.7033, -13.4440, -17.3473], [20.5137, -13.0368, -18.9874], [23.1471, -14.2941, -20.3699], [22.1346, -12.9854, -20.7989], [23.9068, -12.8584, -20.2956], [22.5361, -14.6261, -15.4944], [21.8391, -13.0424, -15.4118], [23.3010, -13.5786, -14.3450], [24.6979, -14.8970, -18.1570], [18.7862, -17.5039, -13.0834], [18.5036, -17.2515, -13.9624], [17.9951, -17.4376, -12.5486], [26.3565, -17.3674, -13.0411], [26.7689, -18.1998, -12.8102], [25.7519, -17.5875, -13.7498], [23.7179, -17.3933, -13.6667], [23.2966, -16.5841, -13.9564], [23.4364, -17.4984, -12.7579], [19.7286, -19.9724, -12.8224], [19.3945, -19.0923, -12.9956], [19.7375, -20.3987, -13.6794], [26.4741, -15.6996, -17.9648], [26.9498, -15.6281, -17.1373], [26.6520, -16.5900, -18.2678], [20.9387, -22.5541, -17.0982], [21.4041, -23.3789, -16.9590], [21.3858, -21.9274, -16.5293], [18.0976, -23.4436, -16.6921], [17.5134, -22.9679, -17.2825], [18.7890, -22.8160, -16.4815], [18.6504, -20.6114, -19.9107], [18.9589, -21.4936, -20.1172], [18.9511, -20.0742, -20.6437], [21.7887, -22.3373, -14.0962], [22.1602, -21.4840, -14.3200], [21.8945, -22.4036, -13.1472]]
}

Record 2
{
  "formula": "C16H10BeBr2FNO5S",
  "method": "ωB97M-V/def2-TZVPD",
  "e_homo_ev": -2.19,
  "total_charge": -2,
  "multiplicity": 1,
  "e_tot_ha": -6707.73526,
  "gap_ev": 6.2,
  "symbols": ["Be", "O", "S", "O", "O", "O", "C", "C", "C", "C", "C", "C", "Br", "C", "C", "Br", "C", "O", "C", "N", "H", "H", "H", "H", "H", "H", "F", "C", "C", "C", "C", "C", "C", "H", "H", "H", "H"],
  "coordinates": [[0.0786, -1.1282, 0.4922], [1.9689, 0.8413, 2.3530], [1.5326, -0.5057, 1.9951], [2.1793, -1.5302, 2.8006], [1.7154, -0.7834, 0.5155], [0.0154, -0.6218, 2.0703], [2.9539, 2.4983, -0.7801], [1.5058, 2.8442, -0.6093], [1.0883, 4.1669, -0.3405], [-0.2436, 4.4320, -0.1923], [-1.1778, 3.3763, -0.2274], [-2.5754, 3.5156, -0.1136], [-3.3683, 5.2553, 0.0728], [-3.4113, 2.4362, -0.1610], [-2.8719, 1.1561, -0.2762], [-4.0447, -0.3357, -0.2541], [-1.4983, 0.8797, -0.3708], [-1.0634, -0.3233, -0.4404], [-0.6514, 2.0660, -0.4174], [0.6462, 1.8615, -0.6768], [3.5195, 3.3041, -1.2543], [3.0395, 1.5709, -1.3416], [3.3467, 2.2978, 0.2212], [1.8231, 4.9606, -0.2744], [-0.5937, 5.4471, -0.0537], [-4.4823, 2.5640, -0.0940], [0.2776, -6.9914, -0.8023], [0.1475, -5.6560, -0.4943], [0.2018, -4.7240, -1.5068], [0.0779, -3.3779, -1.1691], [-0.0969, -2.9155, 0.1447], [-0.1439, -3.9255, 1.1162], [-0.0294, -5.2825, 0.8200], [0.3450, -5.0485, -2.5327], [0.1168, -2.6433, -1.9707], [-0.2620, -3.6397, 2.1577], [-0.0656, -6.0417, 1.5946]]
}